## one
{"formula": "C9H8N2O", "method": "wB97M-V/def2-TZVPD", "species": ["C", "C", "C", "C", "C", "C", "C", "C", "C", "H", "H", "H", "H", "H", "H", "H", "H", "N", "N", "O"], "positions_angstrom": [[-2.07, 0.48, -0.03], [-0.88, 1.20, 0.31], [0.45, 0.70, 0.12], [1.76, 1.27, -0.06], [2.94, 0.50, -0.20], [2.91, -0.86, -0.11], [1.67, -1.44, 0.09], [0.57, -0.70, 0.19], [-1.89, -0.98, 0.03], [-4.03, 0.43, 0.13], [-3.35, 2.02, -0.18], [-1.10, 2.32, 0.19], [1.62, 2.33, -0.24], [3.86, 1.06, -0.13], [3.78, -1.37, -0.02], [1.34, -2.42, 0.24], [-0.65, -2.51, -0.17], [-3.26, 1.04, -0.12], [-0.74, -1.48, 0.13], [-2.94, -1.59, -0.18]], "e_homo_ev": -7.76, "smiles": "Nc1cc2ccccc2[nH]c1=O", "gap_ev": 8.199}



## two
{"formula": "C9H8N2O", "method": "wB97M-V/def2-TZVPD", "species": ["C", "C", "C", "C", "C", "C", "C", "C", "C", "H", "H", "H", "H", "H", "H", "H", "H", "N", "N", "O"], "positions_angstrom": [[-2.11, 0.65, -0.19], [-0.99, 1.29, 0.03], [0.42, 0.76, 0.00], [1.73, 1.36, 0.13], [2.89, 0.51, 0.09], [3.05, -0.78, -0.24], [1.79, -1.47, -0.10], [0.61, -0.68, 0.19], [-1.95, -0.91, 0.06], [-3.90, -0.03, 0.01], [-3.61, 1.93, -0.49], [-1.02, 2.33, -0.11], [1.70, 2.56, 0.58], [3.84, 0.99, 0.42], [3.92, -1.39, -0.23], [1.60, -2.52, -0.29], [-0.85, -2.53, 0.00], [-3.34, 0.89, -0.10], [-0.73, -1.44, 0.02], [-3.04, -1.52, 0.22]], "e_homo_ev": -7.92, "smiles": "Nc1cc2ccccc2[nH]c1=O", "gap_ev": 8.534}



Stability, lowest: two